# 1
This record from the Open Molecules 2025 dataset describes a structure of composition C23H50HgNO9S4 in a non-equilibrium geometry. The level of theory is wB97M-V/def2-TZVPD.

```
88
Properties=species:S:1:pos:R:3:lowdin_charge:R:1
Hg -16.4379 11.7092 -40.2252 0.3920
C -12.5320 12.2481 -35.7239 -0.1179
O -13.4609 12.0735 -36.7593 0.0470
H -12.8357 11.6296 -34.8793 0.0848
H -11.5509 11.8592 -35.9962 0.1182
H -12.4811 13.2866 -35.3968 0.1300
C -6.7356 16.4577 -30.6556 -0.0601
C -7.5507 17.1863 -29.5194 -0.2346
N -8.4313 18.2511 -29.9469 -0.1284
C -9.4321 17.8473 -30.9718 -0.2039
C -10.2577 16.7089 -30.4594 -0.0889
C -8.9185 18.9457 -28.7675 -0.2358
C -9.6865 20.2565 -29.0398 -0.0602
H -7.3453 15.7472 -31.2137 0.0644
H -5.9056 15.9520 -30.1621 0.0718
H -6.1889 17.1780 -31.2643 0.0778
H -8.1551 16.4298 -29.0188 0.1152
H -6.7882 17.6466 -28.8909 0.1205
H -10.1295 18.6681 -31.1394 0.1043
H -8.9958 17.6001 -31.9396 0.1220
H -9.6604 15.7986 -30.4078 0.0672
H -10.6964 16.8727 -29.4751 0.0831
H -11.0284 16.4211 -31.1744 0.0829
H -8.0823 19.1649 -28.1035 0.1232
H -9.5631 18.2284 -28.2595 0.1137
H -10.5601 20.1357 -29.6803 0.0610
H -9.0211 20.9344 -29.5745 0.0831
H -10.0398 20.6038 -28.0689 0.0808
C -9.1750 8.6636 -44.0644 -0.2112
C -9.1060 9.9996 -43.2366 -0.2183
C -9.6770 9.6558 -41.8942 -0.2218
S -11.0668 8.4122 -42.1314 0.7407
O -12.3642 9.0910 -41.9453 -0.3675
O -10.7136 7.3340 -41.1792 -0.3552
C -10.5328 8.1179 -43.8387 -0.2575
H -8.4612 7.8980 -43.7605 0.1212
H -8.9815 8.7701 -45.1318 0.1205
H -9.5389 10.8778 -43.7156 0.1119
H -8.0792 10.3636 -43.2736 0.1114
H -10.0073 10.4872 -41.2715 0.0991
H -8.8991 9.1118 -41.3584 0.1008
H -11.2488 8.6862 -44.4324 0.1107
H -10.6338 7.0373 -43.9394 0.1103
C -18.2579 7.4472 -31.0785 -0.1744
C -17.1008 8.1006 -31.9497 -0.2405
C -16.8026 7.1365 -33.0297 -0.2389
S -16.7210 5.4742 -32.1706 0.7108
O -15.3508 5.2119 -31.7566 -0.3485
O -17.4071 4.4768 -33.0115 -0.3579
C -17.7695 5.9766 -30.6828 -0.1699
H -19.1907 7.3884 -31.6393 0.1073
H -18.4148 8.0690 -30.1972 0.1021
H -16.2896 8.3743 -31.2751 0.1151
H -17.3611 9.0303 -32.4557 0.1086
H -15.8676 7.0987 -33.5888 0.1010
H -17.6209 6.9944 -33.7356 0.1027
H -17.0479 5.9612 -29.8661 0.0893
H -18.5969 5.2741 -30.5833 0.0932
C -13.9822 18.7251 -37.4707 -0.1874
C -15.2555 18.4328 -36.6739 -0.2649
C -16.4500 18.7217 -37.5052 -0.2367
S -16.0295 17.9593 -39.0845 0.6844
O -16.6405 18.6812 -40.1726 -0.3271
O -16.2611 16.5008 -39.0263 -0.3659
C -14.2147 18.2992 -38.9816 -0.1789
H -13.2582 17.9945 -37.1099 0.1032
H -13.7021 19.7636 -37.2942 0.1157
H -15.2691 18.9758 -35.7289 0.1169
H -15.2790 17.4051 -36.3114 0.1148
H -16.6104 19.7624 -37.7871 0.1132
H -17.4074 18.2684 -37.2486 0.1141
H -14.1102 19.2090 -39.5728 0.0909
H -13.6448 17.4832 -39.4259 0.0994
C -7.7916 7.4027 -32.5726 -0.2356
C -6.3758 7.2205 -32.0988 -0.2308
C -5.4143 7.6577 -33.2027 -0.2013
S -6.2921 7.3886 -34.7883 0.7092
O -5.7934 6.1436 -35.3432 -0.3414
O -6.3259 8.6172 -35.6226 -0.3584
C -7.8863 6.9728 -34.0449 -0.2163
H -8.1329 8.4329 -32.4715 0.1118
H -8.4898 6.8586 -31.9364 0.1170
H -6.2067 6.2468 -31.6389 0.1212
H -6.2364 7.8703 -31.2349 0.1116
H -4.4713 7.1175 -33.2855 0.1060
H -5.2736 8.7385 -33.2069 0.0986
H -7.8533 5.8837 -34.0742 0.1031
H -8.7241 7.3885 -34.6049 0.1054
```

Summary:
energy relative to the best compared isomer or geometry (same formula, charge and spin) = 682.11 kJ/mol
E = -3383.7881 Eh
LUMO level = -9.2644 eV
spin multiplicity = 1
charge = +1
E_HOMO = -10.60 eV

***

# 2
This record from the Open Molecules 2025 dataset describes a structure of composition C23H50NO15S in a non-equilibrium geometry. The level of theory is wB97M-V/def2-TZVPD.

```
90
Properties=species:S:1:pos:R:3:lowdin_charge:R:1
N 0.2148 0.7044 0.2463 0.3414
H -0.3462 0.7794 0.8433 -0.0844
H 0.0848 0.0124 -0.6747 0.2260
H 1.0598 0.8104 0.6963 0.0629
H 0.0438 1.6444 -0.1917 0.1138
S 0.4278 3.1414 2.7903 0.1108
O -0.8222 3.6524 3.2133 -0.3524
O 0.3618 1.6934 3.0063 -0.4716
O 0.5638 3.3554 1.3463 -0.4121
O 1.4418 3.7034 3.5383 -0.3250
O 0.1358 1.1974 -2.7747 0.0288
C 1.0268 1.8834 -3.3387 -0.4489
O 1.4218 3.1394 -3.0637 0.0208
C 0.7068 3.7504 -1.9947 -0.1371
C 0.7618 5.2774 -2.3427 0.0045
C 1.7748 1.2794 -4.5387 0.0366
H 1.2778 3.7024 -1.1557 0.0958
H -0.0652 3.3924 -2.0317 -0.0258
H 0.0038 5.3744 -3.1507 0.0808
H 1.6298 5.5634 -2.8267 0.0495
H 0.2798 5.9624 -1.7017 0.0674
H 1.8788 2.2334 -5.0707 0.0959
H 1.0758 0.5474 -5.0057 0.1021
H 2.5008 0.6404 -4.2357 0.0403
O -2.5772 1.3284 -0.1747 0.0083
C -2.7672 2.5814 -0.4097 -0.4481
O -3.2312 3.1424 -1.5267 -0.0330
C -3.5682 2.4014 -2.7047 -0.1950
C -4.2742 3.3324 -3.6587 -0.0308
C -2.7752 3.5414 0.7833 0.0240
H -4.0562 1.5194 -2.2507 0.1294
H -2.6352 1.9774 -3.0037 0.0988
H -5.0262 3.7544 -3.0827 0.0604
H -4.9622 2.8724 -4.3307 0.0764
H -3.6372 3.9994 -4.0737 0.0462
H -2.5022 3.1114 1.6583 0.0166
H -3.5312 4.3484 0.6403 0.0940
H -1.7802 4.2314 0.7043 0.1338
O 2.9798 -0.4626 0.0713 0.0283
C 4.2248 -0.3096 -0.0527 -0.6155
O 4.9768 0.4614 0.4933 0.0666
C 4.4998 1.4294 1.5273 -0.1911
C 5.4778 2.4584 1.8863 -0.0802
C 5.0258 -1.2586 -0.9827 0.0151
H 4.0918 0.9194 2.4663 0.1533
H 3.4368 1.8864 1.3323 0.1543
H 5.1838 3.2214 2.5523 0.0820
H 5.8158 3.0044 0.9633 0.0897
H 6.3778 1.7954 1.8903 0.0942
H 5.6608 -2.0236 -0.5637 0.0672
H 5.5248 -0.4686 -1.7327 0.1277
H 4.3698 -1.8006 -1.6677 0.0636
O -2.9142 -3.0556 -3.9667 0.0368
C -2.7302 -3.0346 -2.7177 -0.4765
O -2.6422 -4.2086 -2.0227 -0.0418
C -2.4702 -5.4476 -2.6297 -0.2960
C -2.7652 -6.5286 -1.6217 -0.0808
C -2.7322 -1.7536 -1.9757 0.0659
H -1.4302 -5.4836 -3.3057 0.1871
H -3.2472 -5.5536 -3.3447 0.0907
H -1.8892 -6.4806 -0.8437 0.1086
H -2.7832 -7.5766 -2.1607 0.1140
H -3.7552 -6.4376 -1.3407 0.0411
H -2.6742 -2.0946 -0.9097 0.1041
H -3.6882 -1.8416 -2.2647 0.0635
H -1.9262 -1.2486 -2.3377 0.0728
O -0.8392 -2.0006 0.9153 0.1417
C -0.6632 -3.0036 1.4933 -0.5772
O 0.3288 -3.2256 2.3933 -0.0907
C 1.3068 -2.2546 2.6583 -0.2207
C 2.3638 -2.7826 3.6493 0.0136
C -1.5902 -4.1256 1.2963 0.0422
H 0.8688 -1.2716 2.9933 0.1025
H 1.7498 -2.0446 1.7163 0.1006
H 3.0908 -2.1916 3.6913 -0.0107
H 2.5528 -3.6706 2.9083 0.1272
H 2.0528 -3.0346 4.6123 0.0604
H -2.0032 -4.4576 2.2633 0.1076
H -0.7752 -4.8466 1.0803 0.1090
H -2.3262 -4.1716 0.5783 0.0425
C -0.5102 0.2154 3.8903 -0.1094
C -0.2802 -1.0366 4.6553 -0.4153
O 0.5778 -1.1836 5.6263 -0.0687
C -1.0222 -2.3006 4.1913 -0.0453
H 0.6188 0.6004 3.6263 0.0961
H -1.0592 0.9594 4.1743 0.0324
H -0.8152 0.1564 2.7493 0.1262
H -1.3732 -3.2616 4.9243 0.1555
H -0.5352 -2.8776 3.5303 -0.0714
H -1.8352 -1.8796 3.4893 0.1057
```

Summary:
energy relative to the best compared isomer or geometry (same formula, charge and spin) = 776.68 kJ/mol
E = -2487.3444 Eh
LUMO level = 1.9743 eV
spin multiplicity = 1
charge = -1
E_HOMO = -3.59 eV